Entry 1:
Below is a structure of composition C44H31BrCl5GeIrN4O5 in a non-equilibrium geometry, with properties calculated with ωB97M-V/def2-TZVPD.

```
! wB97M-V def2-TZVPD RIJCOSX def2/J DEFGRID3
* xyz -2 1
Ir -0.027 2.431 0.334
Br 3.700 3.180 7.513
C 2.521 1.716 7.166
C 1.238 1.963 6.699
C 0.401 0.907 6.439
C 0.821 -0.434 6.650
C 2.117 -0.634 7.180
C 2.959 0.422 7.416
N 0.058 -1.518 6.433
N -1.044 -1.455 5.749
C -1.196 -0.848 4.571
C -2.476 -0.385 4.205
C -2.667 0.493 3.164
C -1.604 0.925 2.345
O -1.745 1.836 1.446
C -0.364 0.221 2.514
N 0.554 0.391 1.548
C 1.649 -0.323 1.541
C 1.969 -1.195 2.585
C 1.084 -1.336 3.633
C -0.136 -0.653 3.609
H 0.899 2.978 6.541
H -0.603 1.103 6.088
H 2.442 -1.647 7.368
H 3.959 0.254 7.792
H -3.301 -0.658 4.849
H -3.655 0.883 2.967
H 2.298 -0.220 0.682
H 2.896 -1.750 2.553
H 1.306 -2.009 4.453
O 0.778 -0.009 -2.001
C -0.141 0.792 -2.123
O -0.784 1.370 -1.197
C -0.661 1.127 -3.537
C -0.421 -0.045 -4.465
Ge -1.285 -1.701 -3.772
C -0.842 -3.181 -5.048
C -1.310 -4.469 -4.818
C -1.021 -5.505 -5.687
C -0.241 -5.271 -6.807
C 0.244 -3.997 -7.045
C -0.059 -2.965 -6.173
C -0.773 -2.354 -1.979
C -1.627 -2.306 -0.890
C -1.173 -2.637 0.375
C 0.149 -2.998 0.562
C 1.013 -3.038 -0.520
C 0.549 -2.730 -1.783
C -3.274 -1.498 -3.868
C -4.123 -2.500 -3.411
C -5.498 -2.360 -3.469
C -6.057 -1.199 -3.976
C -5.228 -0.191 -4.436
C -3.854 -0.348 -4.389
H -0.120 2.016 -3.874
H -1.719 1.384 -3.444
H 0.653 -0.225 -4.516
H -0.784 0.176 -5.473
H -1.907 -4.660 -3.936
H -1.401 -6.500 -5.491
H -0.009 -6.080 -7.488
H 0.863 -3.809 -7.913
H 0.324 -1.973 -6.365
H -2.655 -1.991 -1.028
H -1.843 -2.586 1.224
H 0.510 -3.230 1.554
H 2.057 -3.281 -0.373
H 1.224 -2.737 -2.628
H -3.696 -3.405 -3.000
H -6.139 -3.157 -3.112
H -7.132 -1.080 -4.009
H -5.654 0.724 -4.827
H -3.220 0.444 -4.763
Cl -0.077 5.938 3.206
C 1.523 5.390 2.889
C 2.597 6.088 3.381
C 3.891 5.664 3.099
C 4.087 4.514 2.344
C 3.009 3.812 1.868
Cl 3.251 2.385 0.944
C 1.651 4.218 2.078
N 0.617 3.598 1.590
H 2.429 6.962 3.996
H 4.742 6.221 3.462
H 5.084 4.154 2.129
Cl 4.665 4.109 -2.957
C 3.132 3.258 -2.833
Cl 2.243 3.471 -4.351
Cl 3.432 1.538 -2.576
C 2.195 3.897 -1.675
O 2.394 5.063 -1.433
O 1.370 3.063 -1.274
*
```

Values from the calculation:
ΔE to the lowest compared entry with this formula, charge and spin in kJ/mol: 191.4
LUMO energy (spin up / spin down) in eV: 3.5 / 3.5
Molar mass in Da: 1217.75
Total energy in hartree: -9346.752585
Orbital gap (spin up / spin down) in eV: 4.77 / 4.84

***

Entry 2:
Below is a structure of composition C44H31N6NaO6PS in a non-equilibrium geometry, with properties calculated with ωB97M-V/def2-TZVPD.

```
! wB97M-V def2-TZVPD RIJCOSX def2/J DEFGRID3
* xyz -1 1
Na -0.901 0.609 0.846
O 3.139 -2.323 0.292
C 2.078 -1.510 0.516
O 1.531 -0.922 -0.385
C 1.673 -1.429 1.930
C 2.299 -2.172 2.927
C 1.872 -1.996 4.234
C 0.869 -1.077 4.484
C 0.271 -0.409 3.411
N 0.661 -0.600 2.166
C -0.825 0.663 3.613
O -0.684 1.366 4.616
O -1.701 0.691 2.737
H 3.266 -2.405 -0.666
H 3.093 -2.860 2.677
H 2.331 -2.564 5.036
H 0.530 -0.862 5.486
S -0.410 8.385 3.183
N -1.587 7.523 2.478
C -1.166 6.279 2.326
C -1.884 5.204 1.713
C -3.204 5.319 1.261
C -3.773 4.244 0.617
C -2.980 3.117 0.378
N -1.747 2.993 0.810
C -1.203 3.981 1.510
C 0.129 3.767 2.057
N 0.687 2.574 1.888
C 1.865 2.344 2.412
C 2.582 3.282 3.158
C 2.046 4.539 3.313
C 0.797 4.804 2.747
C 0.165 6.085 2.822
N 0.685 7.194 3.319
H -3.744 6.241 1.424
H -4.796 4.278 0.273
H -3.349 2.298 -0.219
H 2.275 1.363 2.228
H 3.538 3.030 3.594
H 2.558 5.325 3.851
O -3.442 1.003 -1.857
C -2.814 -0.030 -1.645
O -1.995 -0.222 -0.691
C -2.976 -1.215 -2.555
C -3.972 -1.265 -3.517
C -4.083 -2.367 -4.340
C -3.203 -3.425 -4.175
C -2.216 -3.380 -3.209
C -2.071 -2.259 -2.397
P -0.772 -2.013 -1.123
C -1.660 -2.987 0.171
C -1.816 -4.365 0.032
C -2.504 -5.103 0.977
C -3.089 -4.474 2.064
C -2.958 -3.102 2.199
C -2.241 -2.366 1.271
C 0.402 -3.318 -1.767
C 0.775 -3.189 -3.108
C 1.788 -3.949 -3.655
C 2.516 -4.810 -2.850
C 2.222 -4.888 -1.500
C 1.178 -4.152 -0.966
H -4.639 -0.420 -3.603
H -4.847 -2.402 -5.106
H -3.278 -4.292 -4.815
H -1.545 -4.222 -3.106
H -1.386 -4.870 -0.822
H -2.589 -6.175 0.859
H -3.648 -5.046 2.793
H -3.415 -2.588 3.033
H -2.132 -1.302 1.410
H 0.237 -2.482 -3.727
H 2.018 -3.870 -4.708
H 3.310 -5.409 -3.273
H 2.818 -5.528 -0.865
H 0.963 -4.226 0.093
C 4.308 1.833 -4.242
C 3.450 1.970 -3.020
C 3.926 2.576 -1.864
C 3.070 2.692 -0.779
N 1.825 2.256 -0.777
C 1.372 1.660 -1.866
C 2.139 1.505 -3.010
H 5.352 2.033 -4.004
H 3.988 2.551 -4.999
H 4.215 0.830 -4.657
H 4.939 2.952 -1.808
H 3.406 3.161 0.138
H 0.362 1.289 -1.809
H 1.727 1.028 -3.886
*
```

Values from the calculation:
ΔE to the lowest compared entry with this formula, charge and spin in kJ/mol: 124.6
LUMO energy in eV: 1.8
Molar mass in Da: 825.80
Total energy in hartree: -3377.391782
Orbital gap in eV: 6.16

***

Entry 3:
Below is a cluster of 3 separate species, C44H31NO6S in total in a non-equilibrium geometry, with properties calculated with ωB97M-V/def2-TZVPD.

```
! wB97M-V def2-TZVPD RIJCOSX def2/J DEFGRID3
* xyz 0 1
C -3.764 1.778 -0.490
C -3.255 1.721 -1.906
C -1.653 1.625 -2.317
C -0.878 0.182 -2.514
C -1.695 -1.236 -2.252
O -0.661 -2.195 -1.738
O -0.333 -1.774 -0.521
C 0.719 0.033 -2.973
C 1.648 1.378 -3.219
C 0.868 2.838 -2.980
C -0.714 2.981 -2.559
C -1.283 4.533 -2.373
S 1.995 4.364 -3.215
C 3.631 3.769 -2.425
C 4.591 4.700 -1.478
C 5.967 4.026 -0.818
C 6.333 2.453 -1.139
C 5.379 1.500 -2.118
C 3.998 2.170 -2.753
N 3.103 1.322 -3.630
H -3.004 2.210 0.319
H -4.884 1.470 -0.212
H -4.102 1.747 -2.746
H -2.431 -1.036 -1.336
H -2.261 -1.637 -3.195
H 0.647 -1.505 -0.626
H 1.252 -1.024 -3.124
H -0.511 5.077 -1.646
H -2.388 4.578 -1.990
H -1.126 5.063 -3.429
H 4.319 5.809 -1.219
H 6.608 4.724 -0.116
H 7.328 2.014 -0.651
H 5.638 0.373 -2.336
H 3.424 0.318 -3.679
C 1.370 0.743 3.483
C 1.916 1.046 2.236
C 2.674 2.206 2.068
C 2.875 3.074 3.149
C 2.308 2.784 4.389
C 1.563 1.610 4.560
C 2.472 3.717 5.522
O 1.977 3.461 6.613
C 3.233 4.966 5.320
C 3.348 5.887 6.370
C 4.077 7.064 6.191
C 4.701 7.320 4.970
C 4.584 6.407 3.921
C 3.840 5.232 4.094
C 3.692 4.290 2.967
O 4.236 4.517 1.892
H 0.787 -0.166 3.616
H 1.755 0.377 1.393
H 3.102 2.433 1.093
H 1.129 1.370 5.529
H 2.867 5.693 7.327
H 4.161 7.780 7.006
H 5.275 8.234 4.833
H 5.069 6.617 2.969
C -7.941 -7.276 -0.216
C -7.852 -8.186 -1.269
C -6.654 -8.330 -1.970
C -5.543 -7.551 -1.625
C -5.638 -6.623 -0.589
C -6.837 -6.494 0.125
C -4.488 -5.761 -0.248
O -4.570 -4.949 0.664
C -3.241 -5.887 -1.029
C -2.162 -5.036 -0.756
C -0.974 -5.157 -1.480
C -0.858 -6.131 -2.472
C -1.933 -6.976 -2.750
C -3.130 -6.847 -2.034
C -4.274 -7.722 -2.360
O -4.174 -8.575 -3.234
H -8.872 -7.171 0.336
H -8.717 -8.787 -1.544
H -6.591 -9.046 -2.788
H -6.915 -5.781 0.945
H -2.244 -4.275 0.019
H -0.140 -4.492 -1.270
H 0.070 -6.230 -3.031
H -1.836 -7.731 -3.529
*
```

Values from the calculation:
ΔE to the lowest compared entry with this formula, charge and spin in kJ/mol: 1871.2
SMILES: C=Cc1c(COO)cc2c(c1C)Sc1ccccc1N2.O=C1c2ccccc2C(=O)c2ccccc21.O=C1c2ccccc2C(=O)c2ccccc21
LUMO energy in eV: -1.0
Molar mass in Da: 701.80
Total energy in hartree: -2598.912766
Orbital gap in eV: 6.68